The following is a quantum chemistry calculation of a 2-piece molecular cluster, C3H9NO2 overall, from OMol25.

Geometry as XYZ:
```
15
Properties=species:S:1:pos:R:3:nbo_charge:R:1
C -1.81 0.24 1.82 -0.54
C -1.62 -0.79 0.97 0.13
O -1.44 -0.67 -0.41 -0.69
H -2.66 0.22 2.56 0.23
H -1.39 1.26 1.50 0.19
H -2.12 -1.79 1.16 0.18
H -1.13 0.23 -0.59 0.49
N 1.87 -0.30 0.23 -0.86
C 1.84 0.18 -1.10 0.09
O 0.75 1.19 -1.29 -0.75
H 1.18 -1.06 0.43 0.38
H 2.86 -0.55 0.40 0.38
H 2.83 0.68 -1.27 0.15
H 1.64 -0.48 -1.90 0.16
H 0.69 1.59 -0.46 0.46
```

Values from the calculation:
Largest force on an atom: 3.5 eV/A
Structure (SMILES): C=CO.NCO
HOMO: -8.95 eV
Kohn-Sham gap: 9.8 eV
Energy relative to the best compared isomer or geometry (same formula, charge and spin): 69.9 kcal/mol



The following is a quantum chemistry calculation of C14H33N2O7Zr as an isolated structure, from OMol25.

Geometry as XYZ:
```
57
Properties=species:S:1:pos:R:3:mulliken_charge:R:1
Zr 2.54 1.14 0.24 1.98
C -0.70 -1.31 -1.00 -1.04
C 0.81 -1.55 -0.94 0.97
C 1.39 -1.83 -2.31 -1.41
O 1.56 -0.68 -0.14 -0.55
H -0.99 -0.52 -1.70 0.18
H -0.94 -1.07 0.04 0.19
H -1.18 -2.21 -1.37 0.41
H 0.88 -2.55 -0.49 0.05
H 2.42 -2.20 -2.38 0.41
H 1.41 -0.91 -2.90 0.26
H 0.79 -2.55 -2.85 0.31
C 3.83 1.49 -2.27 0.95
O 3.92 2.59 -2.77 -0.42
O 4.27 1.11 -1.06 -0.71
O 2.51 1.35 -1.89 -0.62
C -3.84 -0.93 -4.66 -1.55
C -2.34 -0.66 -4.62 0.75
C -1.61 -1.98 -4.85 -0.72
O -0.22 -1.77 -4.97 -0.34
C 0.44 -2.87 -5.60 -0.88
N -2.02 0.31 -5.69 -0.78
H -4.05 -1.55 -5.54 0.37
H -4.39 0.00 -4.81 0.41
H -4.24 -1.45 -3.79 0.37
H -2.09 -0.23 -3.64 -0.02
H -2.07 -2.46 -5.72 0.52
H -1.87 -2.71 -4.08 0.27
H 1.30 -2.38 -6.07 0.28
H -0.17 -3.15 -6.46 0.40
H 0.70 -3.74 -5.00 0.32
H -2.39 -0.05 -6.56 0.30
H -1.01 0.16 -5.78 0.30
C 0.50 -2.12 3.69 -0.66
O 0.51 -0.73 3.99 -0.27
C -0.60 -0.10 3.38 0.07
C -0.62 1.31 3.97 -0.77
N 0.67 1.99 3.61 -0.23
C 0.64 3.43 3.95 -0.56
C 0.27 3.66 5.42 -0.75
O 0.78 2.61 6.22 -0.32
C 1.27 2.95 7.50 -0.82
H 1.25 -2.62 4.31 0.26
H 0.87 -2.20 2.66 0.15
H -0.41 -2.68 3.90 0.33
H -1.57 -0.51 3.68 0.47
H -0.40 -0.20 2.30 -0.28
H -0.68 1.32 5.06 0.43
H -1.43 1.92 3.56 0.43
H 0.55 1.92 2.61 0.08
H -0.04 3.98 3.29 0.40
H 1.63 3.87 3.80 0.33
H -0.82 3.57 5.49 0.28
H 0.56 4.64 5.81 0.55
H 0.48 2.96 8.25 0.29
H 1.79 3.92 7.48 0.35
H 2.11 2.28 7.68 0.27
```

Values from the calculation:
Largest force on an atom: 10.2 eV/A
HOMO: -11.39 eV
Total charge: +1
Kohn-Sham gap: 4.8 eV
Energy relative to the best compared isomer or geometry (same formula, charge and spin): 0.0 kcal/mol



The following is a quantum chemistry calculation of one molecule with the formula C5H5Cl, from OMol25.

Geometry as XYZ:
```
11
Properties=species:S:1:pos:R:3:nbo_charge:R:1
Cl 2.73 -0.03 0.02 -0.04
C 1.09 -0.71 -0.05 -0.20
C -0.01 -0.07 -0.83 -0.02
C -0.10 1.23 0.01 -0.41
C 0.03 -0.02 0.80 -0.04
C -1.09 -0.63 0.05 -0.42
H 1.26 -1.72 -0.20 0.23
H 0.55 2.04 0.22 0.24
H -1.11 1.55 -0.12 0.21
H -1.94 0.03 -0.14 0.21
H -1.40 -1.66 0.22 0.23
```

Values from the calculation:
Largest force on an atom: 2.6 eV/A
Structure (SMILES): Cl[C@H]1[C@]23C[C@]12C3
HOMO: -10.28 eV
Kohn-Sham gap: 11.4 eV
Energy relative to the best compared isomer or geometry (same formula, charge and spin): 79.4 kcal/mol



The following is a quantum chemistry calculation of an isolated ion of composition C6H14NS and charge -1, from OMol25.

Geometry as XYZ:
```
22
Properties=species:S:1:pos:R:3:nbo_charge:R:1
C -2.50 1.12 -0.35 -0.61
C -1.52 0.19 0.39 -0.24
C -1.76 -1.29 0.04 -0.62
C -0.12 0.60 0.01 -0.23
N 0.86 -0.04 0.93 -0.64
C 2.27 0.27 0.60 -0.23
C 2.91 -0.64 -0.44 -0.53
S 2.56 -0.11 -2.16 -0.74
H -2.06 1.51 -1.28 0.21
H -2.68 2.01 0.27 0.20
H -3.49 0.77 -0.65 0.19
H -1.58 0.35 1.47 0.19
H -1.11 -1.51 -0.81 0.22
H -2.79 -1.54 -0.18 0.20
H -1.36 -1.92 0.84 0.20
H 0.13 0.47 -1.05 0.23
H 0.00 1.67 0.23 0.17
H 0.72 -1.04 0.83 0.33
H 2.34 1.31 0.30 0.19
H 2.77 0.13 1.56 0.16
H 3.98 -0.69 -0.28 0.18
H 2.45 -1.62 -0.30 0.17
```

Values from the calculation:
Largest force on an atom: 1.6 eV/A
Structure (SMILES): CC(C)CNCC[S-]
HOMO: -2.37 eV
Total charge: -1
Kohn-Sham gap: 6.0 eV
Energy relative to the best compared isomer or geometry (same formula, charge and spin): 7.5 kcal/mol



The following is a quantum chemistry calculation of a 2-piece molecular cluster, CHBrClNO2 overall, from OMol25.

Geometry as XYZ:
```
7
Properties=species:S:1:pos:R:3:nbo_charge:R:1
C 0.56 -0.97 0.37 -0.32
N -0.74 1.58 -0.65 0.53
O -1.83 1.18 -0.99 -0.27
O -0.31 2.22 0.24 -0.26
Cl 1.78 -0.90 -0.83 0.05
Br -0.18 -2.71 0.63 0.08
H 0.71 -0.40 1.24 0.19
```

Values from the calculation:
Largest force on an atom: 2.3 eV/A
HOMO (alpha / beta): -10.60 / -8.93 eV
Kohn-Sham gap (alpha / beta): 9.7 / 7.2 eV
Energy relative to the best compared isomer or geometry (same formula, charge and spin): 43.9 kcal/mol



The following is a quantum chemistry calculation of C21H36OsP2S as an isolated structure, from OMol25.

Geometry as XYZ:
```
61
Properties=species:S:1:pos:R:3:nbo_charge:R:1
P -0.05 -2.32 -2.42 1.04
P -0.42 2.18 -1.13 0.99
C -1.47 -0.10 -2.76 -0.55
C -0.91 1.26 -2.77 -0.73
H -1.93 -0.48 -1.85 0.24
H -2.14 -0.35 -3.61 0.26
H 0.21 1.53 -3.18 0.24
H -1.56 1.90 -3.39 0.29
C -2.07 2.96 -1.17 -0.94
H -2.02 3.84 -0.54 0.25
H -2.81 2.23 -0.83 0.25
H -2.30 3.26 -2.20 0.24
C 0.57 3.51 -1.92 -0.94
H 0.24 3.64 -2.95 0.25
H 1.65 3.37 -1.88 0.27
H 0.30 4.39 -1.35 0.27
C -1.22 -3.73 -2.66 -0.94
H -1.08 -4.48 -1.88 0.27
H -1.02 -4.16 -3.66 0.26
H -2.27 -3.37 -2.64 0.26
C 1.65 -3.01 -2.56 -0.95
H 2.32 -2.15 -2.77 0.25
H 1.68 -3.69 -3.41 0.26
H 1.97 -3.49 -1.63 0.26
Os 0.26 -0.02 -4.07 0.65
C 0.80 1.47 -5.31 -0.37
C -0.63 1.45 -5.42 -0.18
C -1.45 0.64 -6.37 -0.44
C -0.82 -0.74 -6.61 -0.46
C -0.13 -1.36 -5.44 -0.28
C 1.35 -1.19 -5.24 -0.31
C 2.22 -0.38 -6.15 -0.43
C 1.67 1.03 -6.44 -0.43
C -0.13 -1.95 -0.61 -0.93
H 1.21 2.29 -4.75 0.22
H -1.17 2.39 -5.14 0.23
H -1.65 1.11 -7.34 0.26
H -2.44 0.49 -5.90 0.21
H -1.61 -1.45 -6.86 0.24
H -0.09 -0.74 -7.42 0.23
H -0.57 -2.25 -5.00 0.22
H 1.90 -1.96 -4.67 0.24
H 2.30 -0.97 -7.09 0.24
H 3.21 -0.26 -5.71 0.23
H 2.54 1.73 -6.52 0.24
H 1.18 1.08 -7.42 0.23
H 0.73 -1.29 -0.40 0.24
H -0.05 -2.80 0.02 0.25
H -1.05 -1.41 -0.43 0.22
S 1.13 1.26 0.03 0.27
C 0.59 0.96 1.69 -0.13
C 1.54 0.74 2.71 -0.16
C 1.11 0.31 3.97 -0.19
C -0.26 0.14 4.21 -0.06
C -1.21 0.43 3.22 -0.19
C -0.79 0.88 1.97 -0.19
H 2.59 0.90 2.50 0.26
H 1.85 0.09 4.75 0.26
H -0.60 -0.24 5.18 0.25
H -2.28 0.32 3.41 0.25
H -1.49 1.16 1.19 0.23
```

Values from the calculation:
Largest force on an atom: 5.9 eV/A
HOMO (alpha / beta): -12.45 / -14.40 eV
Total charge: +2
Kohn-Sham gap (alpha / beta): 6.9 / 4.8 eV
Spin multiplicity: 5
Energy relative to the best compared isomer or geometry (same formula, charge and spin): 0.0 kcal/mol
⟨S²⟩: 6.034



| no. | DFT total energy (eV) |
| --- | --- |
| 1 | -8839.9242 |
| 2 | -33632.1562 |
| 3 | -17784.1172 |
| 4 | -18774.8594 |
| 5 | -89197.6959 |
| 6 | -54217.4690 |